C3H3HgO3 as an isolated structure, computed with ωB97M-V/def2-TZVPD.

## Properties
ΔE to the lowest compared entry with this formula, charge and spin ... 12.8 kcal/mol
Frontier orbital gap (alpha / beta) ... 9.25 / 7.87 eV
LUMO (alpha / beta) ... 0.2 / -2.2 eV
Multiplicity ... 2

Cartesian coordinates (Å):
Hg (-2.15, 0.19, -1.67)
O (-0.59, 1.31, -2.20)
O (1.37, 1.51, -1.09)
O (-0.36, 0.22, -0.35)
C (0.24, 1.11, -1.27)
C (0.23, -1.34, 1.30)
C (0.22, -0.09, 0.85)
H (0.61, 0.77, 1.39)
H (0.69, -1.54, 2.27)
H (-0.27, -2.15, 0.77)



C3H3I2N as an isolated structure, computed with ωB97M-V/def2-TZVPD.

## Properties
ΔE to the lowest compared entry with this formula, charge and spin ... 52.4 kcal/mol
Frontier orbital gap (alpha / beta) ... 5.51 / 5.51 eV
LUMO (alpha / beta) ... -3.5 / -3.5 eV

Cartesian coordinates (Å):
I (2.51, -0.14, -0.15)
I (-3.33, 0.16, -0.06)
N (-0.98, -3.15, 0.24)
C (-0.68, -2.08, -0.02)
C (0.44, 0.02, 0.58)
C (-0.26, -0.78, -0.39)
H (0.19, -0.20, 1.54)
H (-0.60, -0.54, -1.39)
H (0.26, 1.19, 0.61)